11
Properties=species:S:1:pos:R:3 method="wB97M-V/def2-TZVPD" mol_weight_da=83.09 homo_ev=-8.69 smiles="C=C/C=C1/NO1" largest_force_ev_per_a=0.2 orbital_gap_ev=9.638 de_lowest_kcal_mol=92.21
C -1.75086 -0.63884 0.20869
C -1.23750 0.52775 -0.18922
C 0.18636 0.88984 -0.20667
C 1.16425 0.06982 0.13901
N 2.52432 -0.14852 0.34186
O 1.41893 -1.16952 0.56002
H -2.82228 -0.81171 0.18130
H -1.13062 -1.45346 0.57397
H -1.91345 1.30496 -0.54145
H 0.47484 1.88828 -0.51956
H 2.94084 -0.44008 -0.54862